No. 1
Below is the ion C4H9NOS with charge -1, with properties calculated with ωB97M-V/def2-TZVPD.

* highest occupied orbital energy (alpha / beta): 0.8 / -3.4 eV
* orbital gap (alpha / beta): 2.73 / 6.92 eV
* 2S+1: 2
* ΔE to the lowest compared entry with this formula, charge and spin: 252.2 kJ/mol
* total charge: -1

Geometry as XYZ:
```
16
Properties=species:S:1:pos:R:3:forces:R:3:nbo_charge:R:1
S 1.903816 1.530041 1.543682 0.298 1.578 0.461 -0.1461
O 1.679745 -1.320491 -0.847362 1.279 -5.198 -0.061 -0.7604
N -0.773173 -0.682350 -0.075625 -4.037 -0.913 -2.163 -0.6620
C 1.533024 -0.120801 -0.825440 -5.429 1.055 2.072 0.0013
C 0.156566 0.362036 -0.162491 2.284 1.419 -1.074 -0.1845
C 0.331822 0.691591 1.335377 1.434 -1.323 0.025 -0.5288
C -2.018132 -0.550941 -0.959433 2.939 -2.549 0.644 -0.4072
H 2.162890 0.530796 -1.215255 2.978 3.405 -1.690 0.0776
H -2.652220 -1.210526 -0.448028 -1.806 -0.515 0.618 0.1779
H -2.374534 0.416874 -1.050019 -0.619 1.899 0.165 0.1806
H -0.155453 1.275445 -0.813515 -0.020 -1.406 1.418 0.1715
H 0.241172 -0.284710 1.923780 0.390 1.517 -0.766 0.2299
H -0.351638 1.394061 1.717901 -1.380 0.662 0.445 0.1910
H 2.665324 0.612006 2.063155 0.524 -0.942 0.266 0.1095
H -1.930947 -1.007270 -1.952357 0.444 0.343 -0.259 0.1596
H -0.418269 -1.635765 -0.234368 0.722 0.967 -0.102 0.3900
```
Positions in Å, forces in eV/Å.

---

No. 2
Below is a cluster of 3 separate species, C4H9NOS in total, with properties calculated with ωB97M-V/def2-TZVPD.

* highest occupied orbital energy: -8.6 eV
* orbital gap: 3.73 eV
* 2S+1: 1
* ΔE to the lowest compared entry with this formula, charge and spin: 1053.2 kJ/mol
* total charge: 0

Geometry as XYZ:
```
16
Properties=species:S:1:pos:R:3:forces:R:3:nbo_charge:R:1
S -0.196978 -1.820238 2.881565 0.520 0.123 -0.135 -0.2082
O 1.234001 2.083422 1.041102 -0.796 -2.166 -0.033 -0.4254
N 0.197250 0.596681 -0.455834 2.885 0.279 0.065 -0.3592
C 0.655592 0.851305 0.885400 1.289 4.505 0.953 -0.0012
C -0.013975 0.691187 -2.496217 0.222 0.493 -4.911 -0.2059
C -1.063136 1.273160 -3.137753 1.014 -0.483 2.011 -0.3706
C 0.845949 1.209668 -1.420862 -4.787 -1.222 2.290 0.0978
H -1.620716 2.090991 -2.723710 0.290 0.737 0.134 0.1930
H 1.431907 2.130815 -1.295372 0.458 -0.834 -0.248 0.2448
H -0.618843 -4.784724 4.064458 0.016 -0.002 0.108 0.0046
H 1.597655 0.237731 1.049477 -0.101 -0.953 0.294 0.3150
H -1.571281 0.813078 -3.944809 -0.126 -0.742 -0.620 0.2026
H -0.733293 -0.966522 2.020056 -0.251 -0.012 -0.244 0.0810
H -0.498235 -4.848060 4.796437 -0.016 -0.013 -0.094 -0.0055
H 0.001698 0.680123 1.735411 -0.450 -0.401 -0.262 0.2166
H 0.352405 -0.238617 -2.999349 -0.167 0.693 0.691 0.2205
```
Positions in Å, forces in eV/Å.

---

No. 3
Below is a structure of composition C4H9NOS, with properties calculated with ωB97M-V/def2-TZVPD.

* highest occupied orbital energy: -8.2 eV
* orbital gap: 8.82 eV
* 2S+1: 1
* ΔE to the lowest compared entry with this formula, charge and spin: 552.2 kJ/mol
* total charge: 0

Geometry as XYZ:
```
16
Properties=species:S:1:pos:R:3:forces:R:3:nbo_charge:R:1
S 2.670969 -0.082792 -0.432013 -2.338 1.210 0.296 1.2858
O 2.869285 1.418138 0.243208 -0.664 -1.025 -0.961 -0.8465
N 3.394245 -0.879162 0.655831 0.157 -1.705 -0.078 -1.1426
C -2.353900 -0.220483 -0.318675 2.544 -1.739 0.118 -0.1688
C 0.441549 -0.656771 -0.232470 0.728 -1.516 -1.558 -0.5143
C -0.773583 0.241677 -0.350831 0.307 1.350 0.684 -0.4819
C -3.163026 0.622381 0.241651 -0.354 3.390 1.333 -0.4133
H -4.242155 0.794338 0.415189 0.652 -1.097 -0.554 0.2188
H -2.573582 1.510194 0.575362 -0.902 -0.431 0.131 0.1848
H 3.461254 -1.864692 0.329726 0.225 0.751 0.435 0.3759
H 0.443173 -1.275713 0.660872 0.425 0.128 0.264 0.1954
H 3.158392 1.150456 1.125545 0.175 0.205 0.558 0.4974
H -2.681978 -1.195231 -0.753713 0.653 0.840 0.245 0.2081
H 0.509515 -1.334739 -1.138171 0.079 0.482 0.965 0.1760
H -0.399360 1.145248 0.321585 -2.035 -1.493 -0.927 0.2194
H -0.760796 0.627158 -1.343091 0.347 0.650 -0.950 0.2060
```
Positions in Å, forces in eV/Å.

---

No. 4
Below is the molecule C4H9NOS, with properties calculated with ωB97M-V/def2-TZVPD.

* highest occupied orbital energy: -8.9 eV
* orbital gap: 9.55 eV
* 2S+1: 1
* ΔE to the lowest compared entry with this formula, charge and spin: 241.2 kJ/mol
* SMILES: OC[C@@H]1N[C@@H]1CS
* total charge: 0

Geometry as XYZ:
```
16
Properties=species:S:1:pos:R:3:forces:R:3:nbo_charge:R:1
S -2.444623 -0.804807 0.351877 0.943 0.283 -0.277 -0.0496
O 0.805169 -1.786594 0.356262 1.104 -0.681 0.685 -0.7390
N 0.327441 0.806113 1.361790 -0.827 0.231 0.031 -0.5728
C -0.423719 1.268138 0.156776 2.268 -0.993 0.255 -0.0932
C -1.627570 0.598566 -0.492465 -0.074 0.471 0.017 -0.5484
C 1.294656 -0.732227 -0.468104 0.231 0.256 0.418 -0.0886
C 1.016814 0.652497 0.109956 -1.517 0.568 -0.651 -0.1099
H -0.055704 -0.097480 1.639430 0.078 0.042 0.044 0.3667
H -1.379027 0.348499 -1.528897 -0.037 -0.280 0.163 0.2145
H 1.758279 1.417435 -0.097410 0.321 -0.269 0.170 0.1938
H 0.853844 -0.816570 -1.448917 -0.375 -0.191 -0.373 0.1804
H -0.368196 2.349232 0.066708 -0.420 -0.080 0.041 0.1989
H -1.296400 -1.512787 0.314909 -0.428 -0.296 0.185 0.1487
H 2.359885 -0.889928 -0.605553 0.249 0.293 -0.053 0.1800
H -2.396433 1.361803 -0.578147 -0.173 0.038 0.072 0.2319
H 1.575587 -2.161887 0.861783 -1.341 0.608 -0.726 0.4867
```
Positions in Å, forces in eV/Å.

---

No. 5
Below is the molecule C4H9NOS, with properties calculated with ωB97M-V/def2-TZVPD.

* highest occupied orbital energy (alpha / beta): -7.1 / -7.8 eV
* orbital gap (alpha / beta): 6.79 / 8.42 eV
* 2S+1: 1
* ΔE to the lowest compared entry with this formula, charge and spin: 538.8 kJ/mol
* total charge: 0

Geometry as XYZ:
```
16
Properties=species:S:1:pos:R:3:forces:R:3:nbo_charge:R:1
S -1.935286 -0.167203 -0.568054 -0.649 1.025 0.604 0.5972
O 0.669746 0.891881 -1.084457 0.703 -1.486 0.885 -0.5036
N -1.988233 1.128391 0.479715 -0.439 -1.766 -1.397 -0.8727
C 1.135963 -0.195847 -0.337407 0.564 3.324 0.274 0.1073
C 0.552377 -1.466229 -0.696787 -0.345 -1.155 0.952 -0.4949
C 0.564723 2.107797 -0.372451 -2.367 0.840 -0.508 -0.2851
C -0.967171 -1.558036 0.038189 1.804 1.561 -2.688 -0.5770
H -0.831026 -1.587050 1.072478 0.161 0.095 1.646 0.2181
H -1.994850 0.736252 1.402788 0.255 -0.093 0.942 0.3319
H 1.164621 -2.242814 -0.207144 -0.321 0.038 -0.178 0.2263
H -0.496787 2.133686 0.141726 1.686 -0.037 -1.001 0.2374
H 0.563117 2.926860 -1.170295 0.596 -0.891 1.513 0.2014
H -1.432976 -2.430718 -0.316823 -0.745 -1.214 -0.384 0.2275
H 0.572607 -1.712458 -1.804818 -0.541 0.618 1.320 0.2400
H 1.651559 0.182122 0.635998 -1.001 -1.450 -1.657 0.1732
H 1.244131 2.118721 0.474981 0.638 0.591 -0.323 0.1728
```
Positions in Å, forces in eV/Å.

---

No. 6
Below is the molecule C4H9NOS, with properties calculated with ωB97M-V/def2-TZVPD.

* highest occupied orbital energy: -9.0 eV
* orbital gap: 9.82 eV
* 2S+1: 1
* ΔE to the lowest compared entry with this formula, charge and spin: 58.9 kJ/mol
* SMILES: CC(=O)NCCS
* total charge: 0

Geometry as XYZ:
```
16
Properties=species:S:1:pos:R:3:forces:R:3:nbo_charge:R:1
S -2.450860 -0.393628 2.569130 -0.288 0.315 -0.039 -0.0866
O -0.428260 -0.153025 -1.668168 -0.346 0.358 -0.111 -0.6122
N 0.845261 0.215645 0.164628 -0.638 0.513 -0.258 -0.6445
C 0.676120 0.028082 -1.200338 -0.523 0.019 0.870 0.6816
C 1.878593 0.115209 -2.082729 0.024 0.121 0.341 -0.7070
C -0.287852 0.543726 1.044162 0.202 -0.078 -0.317 -0.2354
C -1.261952 -0.609240 1.176057 -1.116 -0.006 0.892 -0.5113
H -0.836985 -1.580951 1.415102 0.482 0.122 -0.500 0.2175
H -3.603290 -0.269961 1.866043 0.478 0.009 0.130 0.1318
H -1.890282 -0.644422 0.300246 0.228 -0.397 -0.358 0.2503
H 0.084947 0.915045 2.000684 0.246 -0.470 0.049 0.2092
H -0.828456 1.413195 0.662392 0.038 -0.156 -0.357 0.2121
H 1.537392 -0.209651 -3.061335 0.492 -0.410 0.007 0.2455
H 2.187149 1.154491 -2.183293 0.014 0.107 0.169 0.2367
H 2.700632 -0.432371 -1.616840 0.107 -0.143 -0.525 0.2197
H 1.677843 -0.092146 0.614259 0.600 0.095 0.007 0.3926
```
Positions in Å, forces in eV/Å.

---

No. 7
Below is the molecule C4H9NOS, with properties calculated with ωB97M-V/def2-TZVPD.

* highest occupied orbital energy: -9.2 eV
* orbital gap: 9.96 eV
* 2S+1: 1
* ΔE to the lowest compared entry with this formula, charge and spin: 74.7 kJ/mol
* SMILES: CC(=O)NCCS
* total charge: 0

Geometry as XYZ:
```
16
Properties=species:S:1:pos:R:3:forces:R:3:nbo_charge:R:1
S 0.827246 1.783922 -3.036542 0.082 -0.001 -0.045 -0.0421
O -1.265132 -1.982672 0.034172 -0.729 0.331 -0.281 -0.6110
N 0.206411 -0.270117 0.427280 -2.458 -1.015 0.720 -0.6486
C 0.534448 1.464094 -1.274056 -0.858 0.411 0.521 -0.5217
C 0.344032 -0.024716 -0.979436 2.051 0.852 -0.129 -0.2318
C -0.759200 -1.196433 0.800527 1.476 -0.708 0.659 0.6859
C -0.975187 -1.281175 2.308563 -0.904 0.588 -0.987 -0.7156
H 0.811769 -0.141146 1.215940 0.799 0.886 -0.628 0.4030
H -0.552902 -0.383021 -1.465836 0.057 -0.330 -0.085 0.2400
H -0.403878 -0.514253 2.823352 0.236 -0.336 0.360 0.2054
H 1.974087 2.467140 -2.932908 -0.022 -0.074 0.086 0.1286
H -2.027673 -1.003651 2.427207 0.039 -0.156 0.239 0.2421
H -0.859671 -2.309466 2.635654 0.243 0.114 0.211 0.2430
H 1.247981 -0.511724 -1.358001 -0.323 -0.386 -0.281 0.1917
H -0.388217 1.976395 -0.989354 -0.025 0.030 -0.124 0.2121
H 1.285882 1.926823 -0.636566 0.337 -0.206 -0.235 0.2190
```
Positions in Å, forces in eV/Å.

---

No. 8
Below is a structure of composition C4H9NOS, with properties calculated with ωB97M-V/def2-TZVPD.

* highest occupied orbital energy: -8.6 eV
* orbital gap: 9.58 eV
* 2S+1: 1
* ΔE to the lowest compared entry with this formula, charge and spin: 490.4 kJ/mol
* total charge: 0

Geometry as XYZ:
```
16
Properties=species:S:1:pos:R:3:forces:R:3:nbo_charge:R:1
S -1.631945 -0.717722 1.155211 0.170 -0.905 2.481 0.3692
O -0.407640 -0.104622 -0.786407 2.997 0.160 -2.308 -0.5487
N -0.334731 -1.813149 1.781394 -2.632 -0.126 -0.287 -0.4910
C -0.863021 -2.793214 2.433245 -1.620 2.704 -0.091 -0.1103
C 0.749380 1.891149 -1.593478 2.965 4.146 -2.579 -0.6440
C 0.763291 0.485397 -1.446016 1.799 -5.198 2.356 -0.1057
C -0.552886 0.454256 0.473709 -4.376 0.907 -3.493 -0.2515
H 0.754104 -0.063047 -2.348891 -0.018 -0.113 -1.341 0.2016
H 1.840431 0.047174 -0.957505 -2.861 1.267 -0.646 0.1561
H -0.085008 -3.408220 2.811632 -0.087 -1.262 0.668 0.1951
H -0.993164 1.441190 0.165502 -0.180 -0.408 1.786 0.2009
H 0.996790 2.549472 -0.655583 -0.387 -1.246 -2.011 0.2262
H -0.162950 2.198542 -2.108898 -0.094 0.315 0.378 0.2220
H -2.043688 -2.769939 2.740519 3.000 -0.694 -0.768 0.1737
H 0.327770 0.558028 0.915757 3.733 0.360 2.534 0.1913
H 1.643266 2.044702 -2.580191 -2.410 0.092 3.320 0.2151
```
Positions in Å, forces in eV/Å.